1 | Here is a 2-piece molecular cluster, C3H6BrClO overall from the OMol25 dataset. Energies are from the ωB97M-V functional and the def2-TZVPD basis.

HOMO ... -8.764 eV
E_LUMO ... 0.42 eV
Orbital gap ... 9.188 eV

Element x y z (Å)
1 C -0.299 0.922 -0.321
2 C 0.735 -0.065 0.079
3 Cl 2.312 0.329 0.811
4 C 0.517 -1.384 -0.037
5 O 1.495 -2.305 0.203
6 H 0.009 1.263 -1.328
7 H -1.209 0.359 -0.410
8 H -0.575 1.700 0.410
9 H -0.446 -1.699 -0.195
10 H 2.276 -1.748 0.147
11 Br -0.582 -0.617 -3.429
12 H -1.655 -0.117 -2.567

Let us look at the natural (NBO) charges, expressed in e, one per atom:
1. C -0.65
2. C -0.11
3. Cl -0.05
4. C 0.12
5. O -0.66
6. H 0.23
7. H 0.21
8. H 0.23
9. H 0.18
10. H 0.48
11. Br -0.20
12. H 0.20

2 | Here is a 2-piece molecular cluster, C3H6BrClO overall from the OMol25 dataset. Energies are from the ωB97M-V functional and the def2-TZVPD basis.

HOMO ... -8.820 eV
E_LUMO ... 0.62 eV
Orbital gap ... 9.439 eV

Element x y z (Å)
1 C -1.022 1.069 -0.612
2 C 0.014 0.251 -1.103
3 Cl 0.704 0.580 -2.751
4 C 0.462 -0.794 -0.486
5 O 1.355 -1.643 -0.963
6 H -2.060 0.950 -0.918
7 H -0.936 0.910 0.459
8 H -0.818 2.173 -0.604
9 H -0.144 -1.194 0.276
10 H 1.752 -1.205 -1.745
11 Br -2.103 -2.864 1.051
12 H -1.708 -3.969 1.761

Let us look at the natural (NBO) charges, expressed in e, one per atom:
1. C -0.66
2. C -0.08
3. Cl -0.10
4. C 0.12
5. O -0.66
6. H 0.22
7. H 0.24
8. H 0.23
9. H 0.20
10. H 0.49
11. Br -0.19
12. H 0.20

Energies relative to the most stable structure, in eV: 1 0.000; 2 0.064.

1 | Here is a 2-piece molecular cluster, C4H10N4O overall from the OMol25 dataset. Energies are from the ωB97M-V functional and the def2-TZVPD basis.

HOMO ... -7.980 eV
E_LUMO ... 0.47 eV
Orbital gap ... 8.452 eV

Element x y z (Å)
1 H -0.452 1.724 -1.453
2 N 0.481 1.972 -0.998
3 N 0.637 1.166 -0.104
4 C 1.647 0.387 0.587
5 C 2.543 -0.316 -0.423
6 O 1.931 0.545 1.752
7 H 3.294 -0.904 0.100
8 H 1.969 -0.900 -1.136
9 H 3.085 0.429 -1.005
10 H -2.538 1.307 -1.542
11 N -1.893 0.647 -1.123
12 C -1.925 0.658 0.166
13 N -1.433 -0.377 0.994
14 C -0.862 -1.593 0.457
15 H -2.626 1.292 0.723
16 H -1.802 -0.420 1.932
17 H 0.104 -1.705 0.960
18 H -1.493 -2.441 0.717
19 H -0.668 -1.470 -0.605

Let us look at the natural (NBO) charges, expressed in e, one per atom:
1. H 0.35
2. N -0.25
3. N -0.21
4. C 0.64
5. C -0.70
6. O -0.56
7. H 0.24
8. H 0.23
9. H 0.24
10. H 0.36
11. N -0.81
12. C 0.32
13. N -0.61
14. C -0.43
15. H 0.16
16. H 0.39
17. H 0.20
18. H 0.20
19. H 0.23

2 | Here is one molecule with the formula C4H10N4O from the OMol25 dataset. Energies are from the ωB97M-V functional and the def2-TZVPD basis.

HOMO ... -8.615 eV
E_LUMO ... 0.71 eV
Orbital gap ... 9.325 eV

Element x y z (Å)
1 H 2.521 0.683 0.538
2 N 2.101 0.495 -0.352
3 C 0.911 0.009 -0.323
4 N 0.138 -0.134 -1.551
5 O 0.863 0.629 -2.477
6 C -1.160 0.399 -1.403
7 C -1.883 -0.228 -0.170
8 N -1.102 -0.048 0.992
9 N 0.263 -0.518 0.697
10 C 1.008 -0.573 1.903
11 H 1.709 0.914 -2.076
12 H -1.143 1.508 -1.279
13 H -1.726 0.125 -2.284
14 H -2.152 -1.195 -0.446
15 H -2.768 0.426 -0.231
16 H -1.346 -0.703 1.820
17 H 1.992 -0.940 1.632
18 H 1.244 0.389 2.413
19 H 0.530 -1.237 2.597

Let us look at the natural (NBO) charges, expressed in e, one per atom:
1. H 0.36
2. N -0.79
3. C 0.56
4. N -0.15
5. O -0.60
6. C -0.23
7. C -0.24
8. N -0.45
9. N -0.31
10. C -0.42
11. H 0.50
12. H 0.18
13. H 0.21
14. H 0.18
15. H 0.21
16. H 0.37
17. H 0.22
18. H 0.19
19. H 0.20

Energies relative to the most stable structure, in eV: 1 0.000; 2 0.227.

1 | Here is one molecule with the formula CH3N5O from the OMol25 dataset. Energies are from the ωB97M-V functional and the def2-TZVPD basis.

HOMO ... -8.767 eV
E_LUMO ... 0.66 eV
Orbital gap ... 9.429 eV

Element x y z (Å)
1 O -2.175 -0.200 -0.168
2 N -1.314 1.001 0.002
3 C -0.173 0.613 0.115
4 N 0.961 1.501 0.044
5 N 1.926 0.579 -0.171
6 N 1.468 -0.567 -0.110
7 N 0.256 -0.736 0.258
8 H -2.986 0.337 0.210
9 H 2.235 -1.243 0.188
10 H -0.200 -1.285 -0.369

Let us look at the natural (NBO) charges, expressed in e, one per atom:
1. O -0.63
2. N -0.21
3. C 0.39
4. N -0.28
5. N 0.04
6. N -0.18
7. N -0.42
8. H 0.50
9. H 0.40
10. H 0.40

2 | Here is one molecule with the formula CH3N5O from the OMol25 dataset. Energies are from the ωB97M-V functional and the def2-TZVPD basis.

HOMO ... -10.317 eV
E_LUMO ... -0.51 eV
Orbital gap ... 9.806 eV

Element x y z (Å)
1 H -1.452 -0.503 1.725
2 N -0.521 -1.161 1.526
3 C -0.164 -0.845 0.307
4 N 1.131 -1.379 0.002
5 N 1.522 -1.034 -1.036
6 O 0.374 -0.087 -1.566
7 N -0.590 0.083 -0.604
8 N -0.324 1.397 0.115
9 H 0.881 1.590 0.007
10 H -0.857 1.939 -0.476

Let us look at the natural (NBO) charges, expressed in e, one per atom:
1. H 0.35
2. N -0.52
3. C 0.42
4. N -0.14
5. N 0.21
6. O -0.35
7. N -0.04
8. N -0.65
9. H 0.36
10. H 0.36

Energies relative to the most stable structure, in eV: 1 0.000; 2 0.797.

1 | Here is a 2-piece molecular cluster, C3H9NO2S overall from the OMol25 dataset. Energies are from the ωB97M-V functional and the def2-TZVPD basis.

HOMO ... 0.334 eV
Charge ... -2
E_LUMO ... 6.15 eV
Orbital gap ... 5.816 eV

Element x y z (Å)
1 C 0.654 0.629 -0.786
2 C 1.122 0.842 -2.267
3 S 2.978 1.068 -2.024
4 N -0.724 0.127 -0.552
5 C -1.250 0.139 0.860
6 O -2.000 -0.870 1.381
7 H 1.434 -0.130 -0.453
8 H 0.657 1.534 -0.167
9 H 0.852 1.820 -2.639
10 H 1.053 0.024 -2.962
11 H -0.953 -0.696 -1.136
12 H -1.814 1.052 0.918
13 H -0.219 0.212 1.477
14 H -1.236 -1.467 2.644
15 H -0.076 -2.428 2.539
16 O -0.479 -1.855 3.165

Let us look at the natural (NBO) charges, expressed in e, one per atom:
1. C -0.23
2. C -0.52
3. S -0.81
4. N -0.73
5. C 0.15
6. O -0.96
7. H 0.17
8. H 0.18
9. H 0.18
10. H 0.18
11. H 0.34
12. H 0.08
13. H 0.06
14. H 0.51
15. H 0.45
16. O -1.03

2 | Here is a 2-piece molecular cluster, C3H9NO2S overall from the OMol25 dataset. Energies are from the ωB97M-V functional and the def2-TZVPD basis.

HOMO ... 0.210 eV
Charge ... -2
E_LUMO ... 6.04 eV
Orbital gap ... 5.827 eV

Element x y z (Å)
1 C 1.567 -0.257 0.337
2 C 2.462 0.970 -0.109
3 S 3.885 1.405 1.043
4 N 0.512 -0.465 -0.616
5 C -0.924 -0.525 0.071
6 O -1.894 -0.315 -0.865
7 H 2.259 -1.236 0.345
8 H 1.234 -0.019 1.334
9 H 1.885 1.870 -0.122
10 H 2.935 0.744 -1.080
11 H 0.479 0.233 -1.320
12 H -0.884 0.081 0.989
13 H -1.036 -1.510 0.502
14 H -3.477 -0.659 -0.191
15 H -4.515 0.287 -0.295
16 O -4.489 -0.603 -0.023

Let us look at the natural (NBO) charges, expressed in e, one per atom:
1. C -0.22
2. C -0.51
3. S -0.82
4. N -0.70
5. C 0.14
6. O -0.97
7. H 0.14
8. H 0.17
9. H 0.18
10. H 0.17
11. H 0.34
12. H 0.06
13. H 0.07
14. H 0.52
15. H 0.45
16. O -1.03

Energies relative to the most stable structure, in eV: 1 0.403; 2 0.000.

1 | Here is a 2-piece molecular cluster, CH4NO2 overall from the OMol25 dataset. Energies are from the ωB97M-V functional and the def2-TZVPD basis.

HOMO (spin up / spin down) ... -16.997 / -17.000 eV
Charge ... +1
E_LUMO (spin up / spin down) ... -9.01 / -9.03 eV
Orbital gap (spin up / spin down) ... 7.986 / 7.974 eV

Element x y z (Å)
1 C 0.703 -0.783 -0.112
2 N -0.280 0.242 -0.063
3 O -2.047 2.023 0.374
4 O -1.256 0.265 0.705
5 H 1.093 -0.729 -1.268
6 H 1.476 -0.378 0.567
7 H 0.368 -1.765 0.304
8 H -0.057 1.124 -0.507

Let us look at the natural (NBO) charges, expressed in e, one per atom:
1. C -0.51
2. N 0.20
3. O -0.08
4. O 0.02
5. H 0.31
6. H 0.32
7. H 0.31
8. H 0.44

2 | Here is an isolated ion of composition CH4NO2 and charge +1 from the OMol25 dataset. Energies are from the ωB97M-V functional and the def2-TZVPD basis.

HOMO (spin up / spin down) ... -18.395 / -17.581 eV
Charge ... +1
E_LUMO (spin up / spin down) ... -8.37 / -7.96 eV
Orbital gap (spin up / spin down) ... 10.024 / 9.616 eV

Element x y z (Å)
1 C 1.015 0.087 0.110
2 N -0.394 -0.009 -0.250
3 O -2.503 -0.257 -0.035
4 O -1.336 -0.334 0.539
5 H 1.573 0.446 -0.822
6 H 1.170 0.722 1.090
7 H 1.236 -1.033 0.464
8 H -0.760 0.378 -1.096

Let us look at the natural (NBO) charges, expressed in e, one per atom:
1. C -0.51
2. N 0.04
3. O 0.00
4. O 0.14
5. H 0.30
6. H 0.31
7. H 0.30
8. H 0.43

Energies relative to the most stable structure, in eV: 1 2.000; 2 0.000.

1 | Here is a 2-piece molecular cluster, C2HN4O3 overall from the OMol25 dataset. Energies are from the ωB97M-V functional and the def2-TZVPD basis.

HOMO (spin up / spin down) ... -4.629 / -4.630 eV
Charge ... -1
E_LUMO (spin up / spin down) ... 4.16 / 4.16 eV
Orbital gap (spin up / spin down) ... 8.786 / 8.787 eV

Element x y z (Å)
1 C 0.355 -0.531 1.385
2 C 1.117 -0.201 0.305
3 N -0.141 -0.971 2.317
4 N -1.162 0.993 -0.028
5 N 2.235 -0.026 -0.050
6 N -1.140 0.023 -0.843
7 O -2.225 -0.442 -1.293
8 O 3.128 0.378 -0.742
9 O -0.086 -0.430 -1.279
10 H -2.082 1.207 0.228

Let us look at the natural (NBO) charges, expressed in e, one per atom:
1. C 0.23
2. C 0.18
3. N -0.34
4. N -0.62
5. N 0.17
6. N 0.57
7. O -0.59
8. O -0.46
9. O -0.48
10. H 0.33

2 | Here is an isolated ion of composition C2HN4O3 and charge -1 from the OMol25 dataset. Energies are from the ωB97M-V functional and the def2-TZVPD basis.

HOMO (spin up / spin down) ... -3.968 / -3.973 eV
Charge ... -1
E_LUMO (spin up / spin down) ... 3.77 / 3.79 eV
Orbital gap (spin up / spin down) ... 7.739 / 7.759 eV

Element x y z (Å)
1 C 1.193 0.717 1.053
2 C 0.224 0.051 0.374
3 N 1.911 1.418 1.661
4 N -1.102 0.265 0.771
5 N -1.123 -1.007 1.507
6 N -2.061 1.056 0.177
7 O -1.710 1.955 -0.575
8 O -1.385 -1.992 0.774
9 O -3.192 0.868 0.479
10 H 0.199 -0.654 -0.448

Let us look at the natural (NBO) charges, expressed in e, one per atom:
1. C 0.26
2. C -0.33
3. N -0.45
4. N -0.22
5. N 0.22
6. N 0.64
7. O -0.45
8. O -0.45
9. O -0.43
10. H 0.22

Energies relative to the most stable structure, in eV: 1 0.000; 2 0.610.